Below is C36H41AsN6S3V as an isolated structure in a non-equilibrium geometry, with properties calculated with the ωB97M-V functional and the def2-TZVPD basis.

Each line ends with the Löwdin charge.
Positions of all 88 atoms, in Å:
H (-0.84, -6.63, -1.86)  0.13
C (0.00, -4.98, -0.78)  -0.43
H (-4.38, -1.95, -1.34)  0.10
H (-4.04, -0.68, -0.17)  0.09
C (1.92, 2.15, 1.83)  -0.02
C (-0.81, 0.52, -2.79)  -0.28
C (-0.12, -2.82, -1.82)  -0.05
N (0.58, 0.50, 0.66)  -0.32
C (5.75, 0.38, 2.18)  -0.07
C (-2.45, 0.56, 2.56)  -0.27
N (4.46, -0.22, 1.80)  0.05
H (6.24, -0.22, 2.95)  0.13
H (6.10, 0.70, -1.95)  0.11
H (5.60, 1.39, 2.56)  0.13
H (2.32, 1.36, 2.46)  0.09
H (0.67, 2.08, -2.66)  0.10
H (-1.12, -2.78, -3.71)  0.12
C (0.61, 0.99, -2.63)  -0.04
H (1.06, 0.64, -1.70)  0.01
S (1.56, -1.68, 5.36)  0.99
H (1.21, 0.62, -3.46)  0.10
C (-3.87, 2.49, 2.95)  -0.22
N (1.43, -1.29, 2.62)  -0.11
C (1.76, 4.47, 1.23)  -0.02
C (4.38, -0.44, 0.48)  -0.66
H (-1.63, -5.19, -3.71)  0.13
H (0.36, 4.94, -0.33)  0.13
As (-1.08, -0.13, 0.13)  1.43
C (-2.84, -0.59, -1.98)  -0.30
H (-0.87, -0.41, 3.63)  0.06
C (-1.42, 0.64, -4.03)  0.02
C (-3.02, 2.05, 0.70)  -0.24
N (2.12, -4.13, 2.22)  0.13
H (-4.38, -0.86, -3.42)  0.14
H (6.89, 1.33, 0.55)  0.14
H (-0.85, 1.08, -4.84)  0.14
H (-2.91, -2.03, -0.37)  0.07
H (-4.30, 3.66, 1.22)  0.14
H (-3.37, 1.40, -5.90)  0.10
C (-1.11, -4.75, -2.87)  -0.03
C (1.34, -4.20, 1.13)  -0.64
C (-0.68, -5.57, -1.83)  -0.04
H (-2.71, -0.14, -6.39)  0.10
H (-2.20, 2.28, -1.32)  0.04
N (5.51, -0.12, -0.12)  -0.13
C (6.52, 0.35, 0.85)  -0.05
C (0.25, -3.61, -0.74)  -0.31
C (5.85, -0.27, -1.52)  0.00
C (-3.76, 2.80, 1.60)  0.01
C (0.95, 1.82, 0.87)  -0.32
H (0.20, -1.78, -1.87)  0.07
H (2.07, 5.49, 1.37)  0.13
H (-3.32, 1.06, 4.45)  0.13
H (-0.36, 2.61, -0.64)  0.08
C (-1.57, -0.03, -1.75)  -0.32
H (7.36, -0.34, 0.86)  0.14
H (-3.92, 1.97, -1.23)  0.10
H (-2.47, -1.07, 3.95)  0.10
C (-3.21, 1.35, 3.41)  0.01
C (-3.09, 2.49, -0.74)  -0.03
H (2.36, -5.00, 2.67)  0.12
H (3.71, -0.37, 2.44)  0.09
S (0.76, -5.75, 0.60)  1.20
H (-3.30, 3.55, -0.79)  0.10
N (0.94, -3.16, 0.40)  -0.07
H (5.03, -0.71, -2.07)  0.07
C (2.31, 3.46, 2.01)  -0.04
C (-3.33, 0.35, -5.63)  -0.02
H (-1.67, -1.46, 2.43)  0.05
S (3.04, -1.11, -0.36)  0.85
V (1.08, -1.15, 0.94)  0.61
C (0.39, 2.85, 0.10)  -0.02
C (-3.40, -0.45, -3.24)  0.02
H (-4.47, 4.38, 3.76)  0.10
H (-5.76, 3.22, 3.61)  0.10
C (-3.58, -1.35, -0.90)  -0.04
H (3.04, 3.70, 2.77)  0.12
C (-2.31, 0.94, 1.21)  -0.24
C (-1.83, -0.67, 3.16)  -0.06
H (2.83, -3.43, 2.27)  0.10
C (-4.71, 3.33, 3.87)  -0.02
C (-0.82, -3.39, -2.87)  -0.04
H (-4.58, 3.04, 4.91)  0.09
H (-4.33, -0.07, -5.67)  0.09
C (0.79, 4.16, 0.28)  -0.02
H (6.73, -0.92, -1.61)  0.11
C (-2.71, 0.18, -4.27)  -0.22
C (1.47, -1.46, 3.83)  -0.83

The spin multiplicity is 1. Its total charge is +3. The HOMO energy (spin up / spin down) is -15.92 / -15.92 eV. As for the gap between HOMO and LUMO (spin up / spin down): 5.094 / 5.086 eV.



Below is a 7-piece molecular cluster, C36H41ClN2O10 overall in a non-equilibrium geometry, with properties calculated with the ωB97M-V functional and the def2-TZVPD basis.

Each line ends with the Löwdin charge.
Positions of all 90 atoms, in Å:
H (-0.74, -6.24, -3.66)  0.08
C (-2.86, 3.99, -0.93)  -0.01
H (2.35, 1.88, 7.20)  0.11
C (1.03, 5.36, -0.67)  -0.12
H (0.56, 0.89, -4.20)  0.09
H (1.82, -0.25, 5.64)  0.07
H (-0.85, -6.31, 1.30)  0.06
C (-4.94, 0.44, 2.73)  -0.25
C (-4.63, 0.61, 1.29)  0.10
H (2.46, -3.25, -1.46)  0.11
C (2.56, 5.58, -0.27)  -0.04
H (-1.46, -8.76, 1.00)  -0.02
C (5.02, -2.10, 0.55)  -0.06
H (1.68, 0.70, -2.78)  0.04
H (0.84, 0.21, 0.78)  0.07
C (-0.80, -6.45, -2.68)  -0.02
O (-0.10, -4.13, -2.57)  -0.06
H (-1.20, -1.49, 0.43)  -0.12
H (2.46, 6.33, 0.46)  0.05
C (1.82, 0.51, 4.94)  -0.02
H (2.95, 4.62, 0.16)  0.07
C (-4.27, 2.59, -3.07)  0.04
C (2.52, 1.69, 5.21)  -0.36
C (3.37, -3.25, -0.75)  0.03
O (-1.61, -8.66, 0.20)  0.15
O (-1.31, 2.12, -0.72)  0.02
H (-0.54, 5.50, -3.26)  0.14
O (3.15, -0.89, -0.26)  -0.02
O (6.09, -5.59, 0.46)  -0.04
Cl (-0.05, -1.16, -1.24)  0.05
H (-4.40, -0.61, 4.70)  0.14
C (-3.02, 2.08, -2.43)  0.00
C (-3.95, 4.59, -1.60)  0.01
H (2.25, 3.11, 2.22)  0.08
H (-6.53, 4.03, -2.86)  0.12
C (5.39, -4.43, 0.19)  -0.34
H (0.24, 3.36, -4.86)  0.13
C (-0.89, -6.46, 0.29)  0.06
C (-3.32, -0.10, 0.88)  0.02
C (4.20, -4.59, -0.56)  0.03
H (-5.22, 1.14, 0.84)  -0.01
C (-2.68, -0.94, 1.73)  -0.34
C (0.21, 4.72, -3.06)  0.04
H (-4.23, 5.46, -1.20)  0.05
H (2.10, 1.26, -4.42)  0.10
H (0.78, -0.88, 3.51)  0.19
O (2.89, 2.05, 6.44)  0.04
O (-6.03, 1.24, 3.26)  -0.07
H (-6.05, 2.24, 3.04)  0.13
C (-1.24, -7.59, -0.45)  -0.37
H (2.76, 3.81, 4.72)  0.17
C (2.43, 2.73, 4.22)  -0.01
C (-2.25, 2.75, -1.44)  -0.33
N (1.09, 2.75, -3.16)  -0.05
H (3.79, -5.45, -1.10)  0.09
C (1.96, 2.48, 2.97)  -0.09
O (-5.78, 4.49, -3.26)  0.02
C (1.38, 1.33, 2.60)  -0.31
C (-4.67, 3.94, -2.76)  -0.31
C (1.36, 1.29, -3.60)  0.06
H (-1.43, 1.19, -0.83)  0.02
C (-0.33, -5.27, -0.57)  0.04
H (2.26, -1.18, -0.45)  -0.04
C (1.44, 3.23, -1.95)  -0.02
C (-0.52, -5.32, -1.93)  -0.34
H (6.77, -3.10, 1.50)  0.15
H (-0.07, -4.23, -0.11)  0.12
C (0.47, 3.65, -3.88)  -0.06
N (0.94, 4.42, -1.85)  -0.02
H (3.23, 5.81, -1.17)  0.11
H (-1.17, -8.56, -2.42)  0.15
C (-3.06, -0.92, 3.08)  -0.03
C (-4.17, -0.31, 3.62)  -0.03
H (0.34, 5.02, 0.17)  0.15
C (1.24, 0.34, 3.59)  0.02
C (3.81, -2.10, -0.15)  -0.38
H (0.69, 6.28, -0.97)  0.08
O (1.02, 1.12, 1.24)  -0.05
C (5.88, -3.19, 0.75)  -0.01
H (-2.77, 1.11, -2.69)  0.07
H (-2.40, -1.54, 3.63)  0.10
H (6.07, -6.47, -0.06)  0.15
H (-3.11, -0.19, -0.15)  0.08
H (-0.27, -3.23, -2.28)  -0.06
H (-2.35, 4.65, -0.22)  0.10
O (-1.59, -1.61, 1.27)  -0.01
H (1.95, 2.68, -1.27)  0.14
H (-4.84, 2.09, -3.78)  0.08
H (5.22, -1.09, 1.07)  0.14
C (-1.15, -7.51, -1.86)  -0.02

The spin multiplicity is 1. The HOMO energy is -7.54 eV. The energy above the lowest of the compared OMol25 structures with the same formula, charge and spin is 105.2 kJ/mol. As for the gap between HOMO and LUMO: 7.497 eV.



Below is C36H41IrN2O3PSe2Si as an isolated structure in a non-equilibrium geometry, with properties calculated with the ωB97M-V functional and the def2-TZVPD basis.

Each line ends with the Löwdin charge.
Positions of all 87 atoms, in Å:
H (-4.12, -4.12, -3.48)  0.11
H (-1.63, 3.72, 3.12)  0.10
H (-2.23, 1.71, -1.09)  0.13
C (2.18, 2.52, 3.93)  -0.10
H (1.52, -5.12, 0.69)  0.10
C (3.78, -2.25, 2.38)  -0.11
P (2.25, 0.07, 2.58)  0.36
H (0.44, 4.36, 0.37)  0.14
C (2.95, 1.49, 3.41)  -0.40
H (-2.91, -2.58, 0.32)  0.10
C (3.19, -5.23, -0.64)  -0.08
C (-0.67, 3.08, 1.41)  -0.61
O (-2.23, -0.08, -0.05)  -0.34
H (1.11, 2.37, 4.06)  0.07
H (-1.68, -1.01, -2.36)  0.11
H (-1.61, 5.67, 1.94)  0.09
H (-4.69, -3.27, -1.22)  0.11
H (4.10, -2.83, -2.84)  0.11
N (-1.55, 2.97, 2.45)  0.19
H (0.07, 2.27, -1.90)  0.09
H (-1.95, -4.78, 0.78)  0.09
C (4.33, 1.67, 3.26)  -0.08
O (-0.33, 2.11, 0.72)  -0.13
C (3.15, -1.56, 4.61)  -0.09
C (-3.34, -3.79, -2.81)  -0.08
H (3.77, -2.85, 6.20)  0.11
Se (0.10, -0.18, 2.99)  0.49
H (4.93, 0.86, 2.85)  0.12
C (3.54, -3.33, -2.06)  -0.08
C (0.52, 1.37, -2.32)  -0.08
C (-0.95, -5.21, 3.98)  -0.08
H (-1.71, 2.04, 2.79)  0.05
H (-1.64, 0.52, -3.25)  0.15
H (-2.50, -6.08, 2.78)  0.10
O (-0.13, 0.19, -1.85)  -0.31
C (-0.36, -3.65, 1.70)  -0.28
C (4.40, -3.59, 4.28)  -0.06
H (4.59, 4.85, 4.35)  0.11
N (-0.22, 4.32, 1.12)  0.03
H (-3.25, 1.28, 1.14)  0.09
C (4.41, -3.37, 2.91)  -0.05
H (1.56, 1.31, -2.00)  0.04
C (0.39, -3.54, 2.88)  -0.15
H (2.17, 4.52, 4.70)  0.11
H (-2.92, -0.33, 1.84)  0.09
C (4.14, 3.90, 4.11)  -0.06
C (-1.39, -4.60, 1.69)  -0.09
H (2.12, -1.74, -1.88)  0.07
C (-1.01, -3.43, -2.34)  -0.09
Si (0.08, -2.61, 0.18)  0.60
C (2.08, -4.61, -0.08)  -0.08
C (3.93, -4.59, -1.63)  -0.08
H (4.89, -4.08, 2.25)  0.11
H (-1.76, -4.21, -4.19)  0.11
H (4.88, -4.47, 4.69)  0.11
Ir (0.02, -0.26, 0.47)  0.54
C (-2.65, -2.92, -0.68)  -0.14
C (1.67, -3.34, -0.51)  -0.30
H (2.66, -0.85, 5.27)  0.11
H (3.48, -6.22, -0.31)  0.11
C (4.92, 2.87, 3.61)  -0.06
C (-1.49, 0.06, -2.27)  -0.15
C (-3.21, 0.21, 0.94)  -0.07
C (0.11, -4.31, 4.00)  -0.07
C (-1.69, -5.36, 2.81)  -0.08
H (0.73, -4.21, 4.89)  0.10
C (-3.66, -3.31, -1.54)  -0.07
H (-0.13, 6.38, 1.30)  0.09
H (0.47, 1.40, -3.41)  0.10
H (5.98, 3.01, 3.46)  0.11
C (2.77, 3.72, 4.29)  -0.07
C (3.78, -2.68, 5.13)  -0.07
H (-4.19, -0.14, 0.60)  0.11
C (-1.30, -2.97, -1.06)  -0.29
H (4.79, -5.07, -2.06)  0.10
C (3.15, -1.35, 3.23)  -0.44
C (2.42, -2.72, -1.52)  -0.17
C (-0.53, 5.53, 1.85)  -0.07
H (1.22, -2.86, 2.91)  0.04
Se (2.39, 0.05, 0.34)  0.51
H (0.02, -3.47, -2.67)  0.10
C (-2.01, -3.84, -3.21)  -0.07
H (3.78, -2.08, 1.31)  0.06
C (-2.43, 0.64, -1.26)  -0.17
H (-0.09, 5.53, 2.85)  0.08
H (-3.46, 0.53, -1.61)  0.15
H (-1.18, -5.80, 4.85)  0.10

The spin multiplicity is 1. Its total charge is +1. The HOMO energy is -10.38 eV. The energy above the lowest of the compared OMol25 structures with the same formula, charge and spin is 45.0 kJ/mol. As for the gap between HOMO and LUMO: 7.770 eV.



Below is C36H41IrNO7P as an isolated structure in a non-equilibrium geometry, with properties calculated with the ωB97M-V functional and the def2-TZVPD basis.

Each line ends with the Löwdin charge.
Positions of all 87 atoms, in Å:
H (-6.56, -0.92, -1.61)  0.11
C (-5.30, 1.66, 0.20)  -0.06
H (2.94, 3.26, -1.88)  0.14
C (1.42, 3.37, 1.01)  -0.06
C (0.51, 3.36, -0.18)  -0.60
O (3.55, -0.47, -2.51)  -0.08
C (4.97, -0.50, 1.59)  -0.08
C (-5.83, -0.31, -1.09)  -0.06
O (1.10, 2.37, 2.02)  -0.19
O (-1.11, 3.73, 4.48)  0.16
C (3.96, 1.90, -0.94)  -0.05
H (-7.27, 1.17, -0.50)  0.11
C (1.35, 0.49, -5.28)  -0.07
C (-6.23, 0.87, -0.47)  -0.07
H (-3.06, -0.06, 2.70)  0.08
C (2.57, 0.14, 0.14)  -0.34
H (-1.71, 1.59, -2.05)  0.06
H (-3.00, -1.41, 1.57)  0.03
C (-1.17, -1.14, 4.48)  -0.04
H (1.00, -4.01, -1.82)  0.10
H (-2.07, 3.73, 4.57)  0.15
C (-1.35, 0.56, -2.07)  -0.20
H (1.17, 3.86, 3.47)  0.15
H (1.06, 2.20, 4.05)  0.16
C (-2.09, -4.29, -0.48)  -0.07
H (-1.84, 0.00, -2.87)  0.07
H (3.79, -2.17, 2.34)  0.11
H (-1.59, -3.49, 3.07)  0.10
H (1.76, -1.61, 1.11)  0.10
H (1.40, 4.37, 1.44)  0.15
H (2.28, -1.34, -4.70)  0.11
C (-0.25, -2.35, -1.28)  -0.08
H (4.30, -1.89, -3.84)  0.10
H (2.42, 3.17, 0.65)  0.11
O (1.45, 0.51, -0.33)  -0.11
C (2.12, -0.30, -4.45)  -0.01
C (4.97, 0.53, 0.74)  -0.03
H (-0.13, -1.31, 4.81)  0.09
H (-5.61, 2.58, 0.68)  0.11
H (1.65, 3.41, -3.60)  0.12
H (-3.24, 1.89, 0.76)  0.08
H (-0.88, -2.96, 1.53)  0.06
H (-3.44, -1.71, 3.25)  0.10
H (4.53, -2.19, -2.10)  0.10
H (0.66, -0.69, 2.61)  0.07
C (-0.87, -4.67, -1.02)  -0.07
O (-1.57, 2.45, 2.69)  0.06
C (-1.33, -1.36, 2.96)  -0.65
C (-1.48, -1.96, -0.74)  -0.34
C (3.82, 0.85, -0.07)  -0.14
H (5.86, -0.74, 2.17)  0.11
C (-2.39, -2.94, -0.33)  -0.13
C (2.72, 0.24, -3.32)  -0.23
C (1.18, 1.83, -4.98)  -0.07
O (-0.56, 2.61, -0.11)  -0.21
H (0.90, 0.06, -6.17)  0.11
H (-2.81, -5.04, -0.16)  0.12
C (-3.56, 0.10, -0.39)  -0.36
C (-0.78, 3.00, 3.42)  -0.48
H (-0.63, -5.73, -1.13)  0.11
H (0.12, -3.00, 3.00)  0.09
C (0.05, -3.71, -1.41)  -0.06
C (3.84, -1.82, -2.86)  -0.04
H (-3.33, -2.66, 0.12)  0.10
C (2.65, -1.00, 1.01)  -0.03
H (-0.27, 0.57, -2.20)  0.03
H (-1.81, -1.85, 5.02)  0.09
H (5.88, 1.12, 0.61)  0.12
C (-2.79, -1.12, 2.60)  -0.05
C (0.71, 2.89, 3.28)  -0.08
O (0.83, 4.08, -1.12)  0.06
C (-0.88, -2.79, 2.61)  -0.02
H (2.94, -2.43, -2.85)  0.08
Ir (-0.47, 0.87, 1.02)  1.24
H (0.48, -1.60, -1.58)  0.10
H (-1.46, -0.12, 4.78)  0.09
C (1.77, 2.36, -3.85)  -0.01
N (3.16, 2.27, -1.90)  0.14
C (2.54, 1.57, -3.01)  -0.13
H (-4.19, -1.59, -1.58)  0.10
C (3.78, -1.30, 1.69)  -0.04
C (-0.38, -0.45, 2.29)  -0.21
H (0.59, 2.47, -5.64)  0.11
P (-1.79, -0.20, -0.50)  0.90
C (-4.49, -0.69, -1.07)  -0.08
H (4.78, 2.60, -0.76)  0.15
C (-3.97, 1.27, 0.24)  -0.09

The spin multiplicity is 2. Its total charge is +1. The HOMO energy (spin up / spin down) is -10.24 / -10.39 eV. The energy above the lowest of the compared OMol25 structures with the same formula, charge and spin is 96.4 kJ/mol. As for the gap between HOMO and LUMO (spin up / spin down): 7.130 / 7.222 eV.



Below is C36H43AlCl3N5O2SSiTe as an isolated structure in a non-equilibrium geometry, with properties calculated with the ωB97M-V functional and the def2-TZVPD basis.

Each line ends with the Löwdin charge.
Positions of all 93 atoms, in Å:
N (-2.21, 3.45, -1.58)  0.02
H (2.06, 3.53, 5.08)  0.10
C (2.92, -4.53, 1.79)  -0.02
H (3.89, -4.76, 1.35)  0.11
C (-1.66, -4.14, 0.31)  -0.07
H (3.52, 3.35, -1.31)  0.08
C (0.72, -2.60, -2.90)  -0.02
H (1.70, -0.34, -0.61)  0.04
C (-0.82, -3.56, -0.80)  -0.31
H (0.92, 4.96, -0.65)  0.07
H (2.44, -0.74, -2.17)  0.10
H (2.00, 1.80, -3.35)  0.07
C (0.74, 2.30, 2.20)  -0.13
C (0.26, 4.65, 2.45)  -0.06
H (0.97, 5.59, 4.24)  0.10
H (2.72, -2.49, -0.47)  0.07
C (-3.32, 3.37, 0.45)  -0.09
H (-1.31, 3.42, -3.42)  0.08
C (-0.73, -4.26, -2.00)  -0.03
H (2.45, 3.14, 0.10)  0.07
H (0.82, 3.00, -3.88)  0.06
H (-0.22, 5.55, 2.08)  0.11
H (-2.86, 0.45, 3.91)  0.08
H (-2.13, -3.35, 0.90)  0.01
C (-2.05, 3.93, -2.82)  -0.21
N (-0.26, 0.66, 0.60)  -0.08
H (-1.05, -4.76, 0.97)  0.08
C (1.54, 3.52, 4.13)  -0.08
H (1.90, 1.43, 3.77)  0.11
Cl (-3.92, 1.47, -3.32)  0.21
H (0.66, -5.73, 3.96)  0.12
N (-2.57, 2.30, 0.65)  -0.09
C (1.49, -0.62, -1.63)  -0.08
Si (-2.19, 0.47, -2.61)  -0.49
C (0.16, 3.47, 1.72)  -0.03
H (0.84, -4.21, -5.00)  0.07
Al (-1.18, 1.86, -0.77)  -0.13
H (2.80, 1.76, -0.97)  0.07
H (-4.32, 6.42, -2.88)  0.09
H (0.94, 0.20, -2.09)  0.04
C (-2.75, 4.99, -3.32)  -0.09
H (-2.46, -4.76, -0.10)  0.09
Cl (-1.01, 0.54, -4.37)  0.17
C (0.53, 0.96, 1.59)  -0.57
C (1.41, 3.20, -1.80)  -0.67
H (-4.03, 3.69, 1.20)  0.12
C (-0.75, -3.54, 3.74)  -0.08
H (0.31, 5.00, -2.31)  0.07
H (-3.39, -1.00, 3.22)  0.06
H (-0.09, -5.55, -4.29)  0.07
H (-4.71, 5.51, -0.59)  0.10
C (-0.12, -2.35, -0.66)  -0.30
Cl (-2.92, -1.48, -2.79)  0.19
H (-1.27, -2.66, 3.36)  0.00
C (-0.04, -4.47, -4.40)  -0.05
C (2.31, -3.32, 1.46)  -0.27
C (-3.94, 5.11, -1.24)  -0.04
H (3.00, -6.97, 4.00)  0.07
C (3.06, -2.37, 0.56)  -0.04
H (3.95, -6.84, 2.51)  0.07
C (-3.17, 4.02, -0.78)  -0.27
C (1.06, -2.98, 1.99)  -0.23
C (1.15, 4.71, -1.69)  -0.02
C (2.94, -6.78, 2.93)  -0.06
H (2.03, 5.27, -2.01)  0.08
H (-0.47, -3.34, 4.78)  0.08
N (-2.77, -0.20, 3.14)  0.02
H (-1.44, -4.39, 3.74)  0.08
C (0.00, -3.78, -3.07)  -0.28
O (1.09, -0.05, 2.19)  -0.21
C (2.63, 2.84, -0.94)  -0.02
H (-0.92, -4.14, -4.95)  0.09
O (0.30, 2.50, -1.34)  -0.15
N (-2.75, 1.69, 1.87)  0.00
H (2.34, -7.57, 2.48)  0.08
S (-3.10, -0.65, 0.53)  0.48
H (-0.37, 3.46, 0.79)  0.07
C (-2.87, 0.42, 1.89)  -0.94
C (0.68, -1.88, -1.71)  -0.30
C (0.93, 4.67, 3.66)  -0.09
H (2.51, 3.48, -3.65)  0.08
H (1.30, -2.21, -3.73)  0.12
H (-2.58, 5.35, -4.33)  0.09
C (-3.73, 5.60, -2.50)  -0.09
H (-1.28, -5.19, -2.10)  0.12
C (1.45, 2.34, 3.41)  -0.02
C (1.71, 2.85, -3.26)  -0.04
H (2.89, -1.34, 0.87)  0.07
C (2.32, -5.43, 2.64)  -0.28
H (4.13, -2.57, 0.58)  0.08
C (1.13, -5.06, 3.24)  -0.04
Te (-0.38, -1.39, 1.22)  1.85
C (0.50, -3.85, 2.94)  -0.32

The spin multiplicity is 2. Its total charge is -1. The HOMO energy (spin up / spin down) is -2.96 / -4.62 eV. The energy above the lowest of the compared OMol25 structures with the same formula, charge and spin is 226.3 kJ/mol. As for the gap between HOMO and LUMO (spin up / spin down): 5.222 / 6.878 eV.